A.
The following is a DFT calculation (ωB97M-V/def2-TZVPD) of a cluster of 2 separate species, C4H15N2O2 in total.

Summary:
Kohn-Sham gap in eV: 10.68
Charge: +1

Last columns: bonded neighbours and bond lengths (Å).
Positions of all 23 atoms, in Å:
1 N -0.1557 -1.8667 0.4884  C2 1.569, H8 1.019, H9 1.016, H10 1.026
2 C -0.1399 -0.4396 1.1391  N1 1.569, C3 1.555, C6 1.561, H11 1.094
3 C -0.6871 0.5491 0.0702  C2 1.555, C4 1.490, O5 1.395, H12 1.122
4 C -2.1618 0.5433 -0.1417  C3 1.490, H13 1.094, H14 1.120, H15 1.126
5 O 0.0480 0.2218 -1.0690  C3 1.395, H16 0.986
6 C 1.3068 0.0353 1.4832  C2 1.561, N7 1.469, H17 1.106, H18 1.089
7 N 2.0378 -1.1472 1.9580  C6 1.469, H19 1.007, H20 1.007
8 H 0.7521 -2.3162 0.3824  N1 1.019
9 H -0.8442 -2.4085 1.0038  N1 1.016
10 H -0.6020 -1.6659 -0.4136  N1 1.026
11 H -0.7855 -0.6410 1.9987  C2 1.094
12 H -0.4765 1.5678 0.4917  C3 1.122
13 H -2.7365 -0.3818 -0.2422  C4 1.094
14 H -2.8815 1.0887 0.5202  C4 1.120
15 H -2.4440 1.0230 -1.1206  C4 1.126
16 H 0.0185 0.9215 -1.7626  O5 0.986
17 H 1.3572 1.0126 1.9987  C6 1.106
18 H 1.6535 0.2438 0.4725  C6 1.089
19 H 2.0276 -1.2931 2.9547  N7 1.007
20 H 2.9429 -1.2421 1.5262  N7 1.007
21 H -0.3514 2.8009 -2.8982  O23 0.970
22 H 0.0148 1.8118 -4.0740  O23 0.968
23 O -0.1843 1.8732 -3.1285  H21 0.970, H22 0.968

Quick look at the Mulliken charges, all values in e:
1 N -0.264
2 C -0.082
3 C 0.051
4 C -1.272
5 O -0.594
6 C -0.766
7 N -0.480
8 H 0.347
9 H 0.346
10 H 0.319
11 H 0.554
12 H 0.316
13 H 0.264
14 H 0.384
15 H 0.310
16 H 0.432
17 H 0.319
18 H 0.414
19 H 0.206
20 H 0.221
21 H 0.305
22 H 0.281
23 O -0.611


B.
The following is a DFT calculation (ωB97M-V/def2-TZVPD) of a cluster of 3 separate species, C4H15N2O2 in total.

Summary:
Kohn-Sham gap in eV: 8.73
Charge: +1

Last columns: bonded neighbours and bond lengths (Å).
Positions of all 23 atoms, in Å:
1 C 2.0336 1.0541 1.9973  C2 1.520, H7 1.090, H8 1.105, H9 1.088
2 C 1.9064 1.3058 0.5036  C1 1.520, C3 1.506, H10 1.091, H11 1.095
3 C 0.6538 0.8182 -0.1757  C2 1.506, C4 1.335, N6 1.493
4 C 0.1393 1.3791 -1.2730  C3 1.335, N5 1.355, H12 1.076
5 N -0.9335 0.9690 -1.9918  C4 1.355, H13 1.010, H14 1.003
6 N 0.1092 -0.4815 0.3186  C3 1.493, H15 1.018, H16 1.034, H17 1.020
7 H 1.9326 0.0035 2.2715  C1 1.090
8 H 1.2508 1.6106 2.5439  C1 1.105
9 H 2.9155 1.5666 2.3768  C1 1.088
10 H 1.9877 2.3652 0.2548  C2 1.091
11 H 2.7946 0.9376 -0.0204  C2 1.095
12 H 0.5856 2.3062 -1.5866  C4 1.076
13 H -1.5470 0.2820 -1.5785  N5 1.010
14 H -1.2102 1.4399 -2.8333  N5 1.003
15 H -0.4930 -0.3247 1.1242  N6 1.018
16 H -0.3051 -1.1175 -0.3843  N6 1.034
17 H 0.9357 -0.9641 0.6724  N6 1.020
18 H -0.5078 -3.7331 -0.4028  O20 0.971
19 H -1.9422 -3.5230 -0.2004  O20 0.969
20 O -1.1569 -3.0126 -0.4487  H18 0.971, H19 0.969
21 H -3.0430 -1.0687 0.4132  O23 0.961
22 H -3.2254 -1.1778 -1.1519  O23 0.968
23 O -2.8807 -0.6348 -0.4287  H21 0.961, H22 0.968

Quick look at the Mulliken charges, all values in e:
1 C -1.107
2 C -0.735
3 C 0.111
4 C -0.125
5 N -0.315
6 N -0.170
7 H 0.304
8 H 0.304
9 H 0.367
10 H 0.409
11 H 0.291
12 H 0.362
13 H 0.097
14 H 0.221
15 H 0.330
16 H 0.329
17 H 0.389
18 H 0.289
19 H 0.312
20 O -0.619
21 H 0.288
22 H 0.324
23 O -0.657


Which of them is the most stable? Correct choice: B.


A.
The following is a DFT calculation (ωB97M-V/def2-TZVPD) of a cluster of 3 separate species, C4H15N2O2 in total.

Summary:
Kohn-Sham gap in eV: 6.65
Charge: +1

Last columns: bonded neighbours and bond lengths (Å).
Positions of all 23 atoms, in Å:
1 C 0.7070 -2.2797 0.3135  C2 1.572, N6 1.451, H7 1.084, H8 1.095
2 C 1.3332 -0.8858 -0.0560  C1 1.572, C3 1.432, H9 1.095, H10 1.104
3 C 0.4114 -0.0589 -0.7745  C2 1.432, C4 1.474, H11 1.093
4 C -0.7676 0.5714 -0.1530  C3 1.474, N5 1.432, H12 1.097, H13 1.092
5 N -0.4855 1.6378 0.7604  C4 1.432, H14 1.010, H15 1.004
6 N -0.0429 -2.9968 -0.7006  C1 1.451, H16 1.009, H17 1.005
7 H 0.1082 -2.1130 1.2010  C1 1.084
8 H 1.4909 -2.9116 0.7426  C1 1.095
9 H 2.3511 -0.8262 -0.4558  C2 1.095
10 H 1.4702 -0.3281 0.8868  C2 1.104
11 H 0.4268 0.0133 -1.8654  C3 1.093
12 H -1.4540 -0.1750 0.2662  C4 1.097
13 H -1.3550 1.0519 -0.9379  C4 1.092
14 H 0.1564 1.6942 1.5384  N5 1.010
15 H -0.4317 2.4976 0.2445  N5 1.004
16 H 0.5277 -3.5891 -1.2849  N6 1.009
17 H -0.5860 -2.3641 -1.2618  N6 1.005
18 H -4.0968 1.0921 -0.0345  O20 0.966
19 H -4.2240 2.2117 0.9686  O20 0.965
20 O -3.5740 1.7759 0.4034  H18 0.966, H19 0.965
21 H 2.4268 1.4839 -0.4702  O23 0.965
22 H 3.1068 2.6182 0.2628  O23 0.965
23 O 2.5011 1.8804 0.4062  H21 0.965, H22 0.965

Quick look at the Mulliken charges, all values in e:
1 C -0.782
2 C -0.243
3 C -0.207
4 C -0.530
5 N -0.353
6 N -0.504
7 H 0.372
8 H 0.413
9 H 0.430
10 H 0.332
11 H 0.392
12 H 0.264
13 H 0.370
14 H 0.253
15 H 0.247
16 H 0.269
17 H 0.232
18 H 0.317
19 H 0.301
20 O -0.607
21 H 0.289
22 H 0.310
23 O -0.566


B.
The following is a DFT calculation (ωB97M-V/def2-TZVPD) of a cluster of 2 separate species, C4H15N2O2 in total.

Summary:
Kohn-Sham gap in eV: 10.75
Charge: +1

Last columns: bonded neighbours and bond lengths (Å).
Positions of all 23 atoms, in Å:
1 N -0.8505 -0.2170 -1.5249  C2 1.467, H8 0.993, H9 1.032, H10 1.064
2 C -0.4233 -0.0447 -0.1324  N1 1.467, C3 1.608, C6 1.522, H11 1.165
3 C 1.1599 -0.2086 0.0978  C2 1.608, C4 1.517, H12 1.034, H13 1.120
4 C 1.6213 0.6207 1.2817  C3 1.517, O5 1.494, H14 1.045, H15 1.073
5 O 1.7738 -0.5431 2.2057  C4 1.494, H16 1.037
6 C -1.2279 -1.0253 0.7086  C2 1.522, N7 1.476, H17 1.091, H18 1.258
7 N -2.6661 -0.9560 0.3829  C6 1.476, H19 0.997, H20 0.993
8 H -1.8401 -0.1412 -1.5681  N1 0.993
9 H -0.4437 0.4999 -2.1457  N1 1.032
10 H -0.6464 -1.1999 -1.8775  N1 1.064
11 H -0.6597 1.0441 0.2085  C2 1.165
12 H 1.4246 -1.1944 0.2661  C3 1.034
13 H 1.6673 0.0599 -0.8636  C3 1.120
14 H 2.6006 0.9468 1.1202  C4 1.045
15 H 0.9673 1.3344 1.7446  C4 1.073
16 H 1.8710 -0.4173 3.2304  O5 1.037
17 H -0.8777 -0.9203 1.7368  C6 1.091
18 H -0.9108 -2.1496 0.2428  C6 1.258
19 H -3.1638 -0.3381 0.9870  N7 0.997
20 H -3.1438 -1.8175 0.2585  N7 0.993
21 H 1.9494 1.8102 -2.2490  O23 0.947
22 H 0.7988 2.8859 -1.9469  O23 0.965
23 O 1.0198 1.9713 -2.1631  H21 0.947, H22 0.965

Quick look at the Mulliken charges, all values in e:
1 N -0.065
2 C -0.242
3 C -0.695
4 C -0.532
5 O -0.585
6 C -0.691
7 N -0.456
8 H 0.431
9 H 0.313
10 H 0.401
11 H 0.294
12 H 0.449
13 H 0.306
14 H 0.345
15 H 0.364
16 H 0.305
17 H 0.299
18 H 0.350
19 H 0.198
20 H 0.213
21 H 0.316
22 H 0.316
23 O -0.634


Which of them is the most stable? Correct choice: B.


A.
The following is a DFT calculation (ωB97M-V/def2-TZVPD) of the ion C7H14N3O with charge +1.

Summary:
Kohn-Sham gap in eV: 9.98
Charge: +1

Last columns: bonded neighbours and bond lengths (Å).
Positions of all 25 atoms, in Å:
1 C 1.1010 -1.9111 1.3298  C2 1.342, C3 1.484, H12 1.156
2 C 0.5667 -0.7139 1.0413  C1 1.342, C7 1.481, H13 1.087
3 C 1.9292 -2.5786 0.2950  C1 1.484, O11 1.436, H14 1.130, H15 1.083
4 C -1.4288 2.0420 -0.0993  C6 1.515, N8 1.456, H16 1.097, H17 1.063
5 C 0.8201 1.4526 -0.1205  C7 1.558, N8 1.392, H18 1.218, H19 1.044
6 C -1.9249 0.6114 -0.1529  C4 1.515, N10 1.530, H20 1.064, H21 1.078
7 C 0.5094 -0.0646 -0.2891  C2 1.481, C5 1.558, N9 1.771, N10 1.579
8 N -0.1488 2.1618 0.5836  C4 1.456, C5 1.392, H22 0.991
9 N 1.7264 -0.8861 -1.2797  C7 1.771, O11 1.420, H23 1.016
10 N -0.9368 -0.3048 -0.8764  C6 1.530, C7 1.579, H24 1.127, H25 0.993
11 O 1.4800 -2.2620 -1.0319  C3 1.436, N9 1.420
12 H 1.2722 -2.2779 2.4130  C1 1.156
13 H 0.0651 -0.2608 1.8930  C2 1.087
14 H 2.9948 -2.3151 0.5624  C3 1.130
15 H 2.0609 -3.6503 0.3802  C3 1.083
16 H -1.1200 2.2862 -1.1231  C4 1.097
17 H -2.2234 2.6533 0.2549  C4 1.063
18 H 1.8855 1.6063 0.4502  C5 1.218
19 H 0.9821 1.8517 -1.0718  C5 1.044
20 H -2.1021 0.3391 0.8604  C6 1.064
21 H -2.8977 0.5648 -0.6140  C6 1.078
22 H -0.2533 1.9179 1.5388  N8 0.991
23 H 1.4437 -0.7285 -2.2429  N9 1.016
24 H -1.1218 -1.3973 -0.6731  N10 1.127
25 H -0.8887 -0.0616 -1.8376  N10 0.993

Quick look at the Mulliken charges, all values in e:
1 C -0.623
2 C -0.795
3 C -0.396
4 C -0.712
5 C -1.226
6 C -0.560
7 C 1.266
8 N -0.229
9 N -0.488
10 N -0.084
11 O -0.253
12 H 0.316
13 H 0.222
14 H 0.288
15 H 0.451
16 H 0.364
17 H 0.401
18 H 0.307
19 H 0.484
20 H 0.329
21 H 0.441
22 H 0.288
23 H 0.320
24 H 0.482
25 H 0.405


B.
The following is a DFT calculation (ωB97M-V/def2-TZVPD) of the ion C7H14N3O with charge +1.

Summary:
Kohn-Sham gap in eV: 9.97
Charge: +1

Last columns: bonded neighbours and bond lengths (Å).
Positions of all 25 atoms, in Å:
1 C 0.6339 0.4020 1.0941  C6 1.500, N8 1.276, N9 1.356
2 C 0.1280 -2.3113 -1.5433  C3 1.445, C4 1.486, H12 1.047, H13 1.135
3 C 1.4927 -1.8807 -1.3434  C2 1.445, C4 1.542, H14 1.127, H15 1.173
4 C 0.4533 -1.7349 -0.2132  C2 1.486, C3 1.542, N9 1.437, H16 1.126
5 C -1.1254 0.3864 -0.3399  N9 1.514, N10 1.499, O11 1.377, H17 1.206
6 C 1.7724 -0.2096 1.8559  C1 1.500, H18 1.075, H19 1.126, H20 1.089
7 C -2.0347 2.6082 0.6001  N10 1.527, H21 1.114, H22 1.116, H23 1.031
8 N 0.2053 1.6032 1.1393  C1 1.276, N10 1.405
9 N 0.0521 -0.4123 0.1787  C1 1.356, C4 1.437, C5 1.514
10 N -0.8337 1.7518 0.2050  C5 1.499, C7 1.527, N8 1.405, H24 1.077
11 O -1.2511 0.3219 -1.7093  C5 1.377, H25 0.978
12 H -0.5064 -1.8333 -2.2257  C2 1.047
13 H 0.0138 -3.4359 -1.4464  C2 1.135
14 H 2.3806 -2.5363 -1.1168  C3 1.127
15 H 1.8509 -0.8306 -1.7226  C3 1.173
16 H 0.6059 -2.4420 0.6496  C4 1.126
17 H -2.1663 0.0358 0.1589  C5 1.206
18 H 1.4316 -1.1824 2.1608  C6 1.075
19 H 1.9325 0.4502 2.7547  C6 1.126
20 H 2.7248 -0.2063 1.3274  C6 1.089
21 H -2.6490 1.9839 1.2889  C7 1.114
22 H -1.5791 3.3734 1.2720  C7 1.116
23 H -2.5138 3.1481 -0.1356  C7 1.031
24 H -0.5291 2.3639 -0.6272  N10 1.077
25 H -0.4891 0.5866 -2.2619  O11 0.978

Quick look at the Mulliken charges, all values in e:
1 C 0.798
2 C -0.675
3 C -0.437
4 C -0.255
5 C -0.255
6 C -1.132
7 C -0.869
8 N -0.954
9 N 0.186
10 N 0.514
11 O -0.533
12 H 0.274
13 H 0.239
14 H 0.266
15 H 0.183
16 H 0.461
17 H 0.277
18 H 0.389
19 H 0.369
20 H 0.266
21 H 0.374
22 H 0.374
23 H 0.338
24 H 0.419
25 H 0.383


C.
The following is a DFT calculation (ωB97M-V/def2-TZVPD) of the ion C7H14N3O with charge +1.

Summary:
Kohn-Sham gap (spin up / spin down) in eV: 7.97 / 5.95
Charge: +1

Last columns: bonded neighbours and bond lengths (Å).
Positions of all 25 atoms, in Å:
1 C -2.5935 -0.0438 -0.9292  C3 1.592, O11 1.251
2 C 0.5624 0.7148 0.2007  C4 1.528, N8 1.321, N9 1.356
3 C -1.5394 -0.5063 0.1706  C1 1.592, C5 1.588, C6 1.483, N8 1.359
4 C 1.0981 1.9664 0.8936  C2 1.528, H12 1.043, H13 1.163, H14 1.112
5 C -2.7816 -0.4861 1.1589  C3 1.588, H15 1.223, H16 1.100, H17 1.123
6 C -1.1001 -1.8494 -0.2786  C3 1.483, H18 1.101, H19 1.094, H20 1.113
7 C 3.7196 -0.0720 -0.6113  N10 1.481, H21 1.090, H22 1.068, H23 1.161
8 N -0.6958 0.4941 0.5368  C2 1.321, C3 1.359
9 N 1.1967 -0.1723 -0.6051  C2 1.356, N10 1.260
10 N 2.3469 -0.3702 -1.0793  C7 1.481, N9 1.260, H25 1.123
11 O -2.7633 1.1763 -1.1484  C1 1.251, H24 1.022
12 H 1.2849 2.6425 0.1221  C4 1.043
13 H 2.0807 1.8638 1.5068  C4 1.163
14 H 0.2376 2.2623 1.5332  C4 1.112
15 H -2.3959 -0.8065 2.2748  C5 1.223
16 H -3.5239 -1.2614 0.9177  C5 1.100
17 H -3.2491 0.5047 1.4072  C5 1.123
18 H -0.4825 -2.1449 0.5834  C6 1.101
19 H -0.4821 -1.8911 -1.1806  C6 1.094
20 H -1.9501 -2.5587 -0.3947  C6 1.113
21 H 4.3862 -0.7341 -1.1643  C7 1.090
22 H 3.9935 0.9321 -0.8519  C7 1.068
23 H 3.8121 -0.1803 0.5413  C7 1.161
24 H -3.4764 1.6546 -1.7017  O11 1.022
25 H 2.3147 -1.1344 -1.9018  N10 1.123

Quick look at the Mulliken charges, all values in e:
1 C -0.233
2 C 0.496
3 C 1.549
4 C -0.984
5 C -1.562
6 C -1.352
7 C -0.742
8 N -0.396
9 N -0.019
10 N -0.338
11 O -0.297
12 H 0.306
13 H 0.297
14 H 0.328
15 H 0.320
16 H 0.442
17 H 0.406
18 H 0.360
19 H 0.284
20 H 0.417
21 H 0.320
22 H 0.327
23 H 0.274
24 H 0.448
25 H 0.350


Which of them is the most stable? Correct choice: B.


A.
The following is a DFT calculation (ωB97M-V/def2-TZVPD) of a cluster of 2 separate species, C2H9N3 in total.

Summary:
Kohn-Sham gap in eV: 9.26
Charge: 0

Last columns: bonded neighbours and bond lengths (Å).
Positions of all 14 atoms, in Å:
1 C -2.7446 -1.0761 0.2449  N2 1.277, H3 1.154, H4 1.067
2 N -1.8342 -1.1252 1.1386  C1 1.277, H5 1.029
3 H -3.4245 -0.3685 -0.3624  C1 1.154
4 H -3.0448 -2.0226 -0.1464  C1 1.067
5 H -1.8085 -2.0660 1.5540  N2 1.029
6 N 1.7295 1.8557 -0.3839  C7 1.500, H9 1.021, H10 1.025
7 C 1.5864 0.3935 -0.6872  N6 1.500, N8 1.493, H11 1.118, H12 1.069
8 N 0.9692 -0.3638 0.4415  C7 1.493, H13 1.004, H14 1.030
9 H 2.2799 2.2518 -1.1474  N6 1.021
10 H 1.0702 2.5188 0.0355  N6 1.025
11 H 1.0706 0.3988 -1.6792  C7 1.118
12 H 2.6380 0.2583 -0.8259  C7 1.069
13 H 1.5626 -0.3751 1.2518  N8 1.004
14 H -0.0498 -0.2797 0.5663  N8 1.030

Quick look at the Mulliken charges, all values in e:
1 C -0.115
2 N -0.590
3 H 0.220
4 H 0.191
5 H 0.229
6 N -0.549
7 C -0.234
8 N -0.443
9 H 0.169
10 H 0.164
11 H 0.238
12 H 0.246
13 H 0.209
14 H 0.267


B.
The following is a DFT calculation (ωB97M-V/def2-TZVPD) of a cluster of 2 separate species, C2H9N3 in total.

Summary:
Kohn-Sham gap in eV: 9.62
Charge: 0

Last columns: bonded neighbours and bond lengths (Å).
Positions of all 14 atoms, in Å:
1 C 1.8757 -1.3497 -0.9494  N2 1.267, H3 1.084, H4 1.095
2 N 0.6877 -1.5932 -0.5821  C1 1.267, H5 1.018
3 H 2.2358 -0.3295 -1.0192  C1 1.084
4 H 2.5441 -2.1736 -1.2192  C1 1.095
5 H 0.4751 -2.5800 -0.7141  N2 1.018
6 N -1.5323 0.8185 -0.5708  C7 1.446, H9 1.011, H10 1.012
7 C -0.7024 1.4599 0.4247  N6 1.446, N8 1.460, H11 1.093, H12 1.091
8 N -0.1504 0.6353 1.4951  C7 1.460, H13 1.015, H14 1.014
9 H -2.4987 0.7584 -0.2799  N6 1.011
10 H -1.2040 -0.1218 -0.7528  N6 1.012
11 H -1.3019 2.2485 0.8874  C7 1.093
12 H 0.1226 1.9961 -0.0463  C7 1.091
13 H 0.1003 -0.3001 1.1896  N8 1.015
14 H -0.8508 0.5154 2.2191  N8 1.014

Quick look at the Mulliken charges, all values in e:
1 C -0.289
2 N -0.389
3 H 0.244
4 H 0.230
5 H 0.184
6 N -0.553
7 C -0.437
8 N -0.574
9 H 0.237
10 H 0.246
11 H 0.392
12 H 0.226
13 H 0.248
14 H 0.234


Which of them is the most stable? Correct choice: B.